# C22H40BaClN5O2PSSb

C22H40BaClN5O2PSSb as an isolated structure at a distorted geometry (the ωB97M-V functional and the def2-TZVPD basis, OMol25).

```
74
Properties=species:S:1:pos:R:3:forces:R:3:lowdin_charge:R:1
Ba 3.302053 -18.585975 -0.318151 0.1 0.5 0.4 1.60
C 3.694881 -23.468186 2.883292 1.4 2.6 1.8 -0.13
N 2.885155 -22.720251 3.897971 -0.1 -0.1 0.0 -0.13
C 3.712964 -22.604198 5.117395 1.1 -1.3 -1.2 -0.19
N 4.964113 -21.889720 4.920116 0.7 1.3 -1.0 -0.18
C 5.706746 -22.428098 3.762222 -0.6 -2.6 1.5 -0.21
N 4.892117 -22.665511 2.588430 1.6 0.7 -0.3 -0.16
C 4.704767 -21.351411 1.977338 -0.8 0.0 -0.9 -0.40
P 3.710704 -20.148370 2.991145 1.5 -0.2 1.3 0.95
C 2.431357 -21.382203 3.398505 0.5 -2.4 -2.5 -0.37
C 4.794088 -20.447322 4.687554 -1.6 -1.5 -1.7 -0.26
H 3.228108 -23.637059 1.959787 -1.3 -0.2 -1.0 0.11
H 4.089977 -24.382255 3.319389 -0.4 -0.2 0.1 0.12
H 4.099281 -23.651215 5.282544 -1.0 0.8 0.6 0.13
H 3.187415 -22.139014 5.954683 -0.2 -0.4 -0.1 0.13
H 6.142196 -23.402445 4.091414 -0.2 0.5 -0.2 0.13
H 6.517757 -21.767856 3.545365 0.5 0.4 -0.3 0.11
H 4.116033 -21.505652 1.045059 0.6 0.3 0.2 0.01
H 5.681679 -20.839921 1.802162 -0.5 -0.7 -0.2 0.09
H 1.889455 -21.583373 2.418484 0.6 0.2 1.0 0.05
H 1.705236 -21.013035 4.023460 -1.6 0.9 1.8 0.05
H 4.101410 -20.161122 5.446179 0.1 1.2 0.8 0.06
H 5.784806 -20.014477 4.623383 -0.2 0.6 0.3 0.07
C 5.418424 -19.551193 -3.519062 -0.1 0.5 0.8 -0.01
C 4.627961 -20.740175 -3.031786 0.7 -0.2 -1.5 -0.34
C 4.641658 -21.925703 -3.769836 0.4 -1.4 1.6 -0.02
C 3.841183 -22.966825 -3.274622 -0.9 1.3 0.2 -0.11
N 2.952288 -22.805039 -2.277416 1.2 -0.4 -1.1 0.05
C 3.001662 -21.612284 -1.686717 -1.8 -0.8 1.4 -0.90
S 1.877346 -21.357389 -0.356686 0.3 0.3 -0.3 0.39
N 3.805207 -20.609381 -2.019830 0.4 1.1 0.2 -0.12
H 6.390125 -19.841580 -3.903541 0.1 -0.1 -0.1 0.09
H 5.574266 -18.732617 -2.768947 -0.2 -1.0 -0.5 0.06
H 4.824908 -19.162322 -4.346427 0.1 0.3 -0.1 0.10
H 5.475587 -22.266926 -4.360197 0.0 0.6 -0.8 0.10
H 3.838046 -23.918185 -3.775062 0.1 -0.4 0.0 0.10
Cl 6.947345 -15.029774 -2.577466 1.0 -0.1 0.0 0.58
C 5.522732 -15.899537 -3.178998 -0.5 1.8 1.1 -0.48
C 4.822207 -16.574833 -1.994498 -0.6 0.0 -1.2 -0.87
O 3.556645 -16.662407 -2.087913 0.4 -0.1 0.2 -0.25
O 5.525181 -17.040204 -1.088186 -0.2 -0.6 0.6 -0.22
H 5.760898 -16.522656 -4.012654 0.2 -0.6 -0.3 0.07
H 4.946144 -15.036108 -3.497792 -0.6 -0.5 -0.4 0.06
C 7.248843 -16.149002 1.368269 -1.3 -1.1 -0.5 -0.16
C 6.370057 -15.053526 1.954958 1.0 -0.4 1.4 -0.57
C 6.918110 -14.600582 3.349409 -0.1 1.7 -2.1 -0.11
Sb 4.336281 -15.583553 1.978530 -0.8 -0.4 0.4 1.46
C 3.927417 -15.771528 4.145233 -0.3 2.0 -0.9 -0.54
C 2.376972 -16.060068 4.136125 1.7 -0.3 0.9 -0.16
C 4.793675 -16.769099 4.899146 1.7 -0.2 -2.1 -0.16
C 3.453080 -13.621450 1.672591 -0.2 0.3 0.0 -0.58
C 4.110877 -12.973261 0.448829 0.8 -0.3 -1.0 -0.18
C 3.529253 -12.653266 2.868125 0.5 -1.0 -0.5 -0.14
H 8.197489 -16.030015 1.752917 2.4 0.5 0.7 0.03
H 7.310358 -16.096672 0.292642 -0.1 -0.1 -0.3 0.04
H 7.044100 -17.212609 1.628731 -0.6 0.7 0.0 0.08
H 6.473767 -14.185228 1.350554 -0.1 0.7 -0.8 0.06
H 6.757966 -15.333210 4.079039 0.1 -1.0 1.2 0.02
H 6.382417 -13.670373 3.624193 0.3 -0.5 0.2 0.07
H 7.997093 -14.341874 3.205138 -0.8 -0.3 0.4 0.09
H 4.154961 -14.739096 4.543218 -0.4 -1.1 -0.3 0.08
H 2.309121 -16.993330 3.582903 -0.6 -0.4 0.3 0.03
H 1.800968 -15.321939 3.614954 -0.1 0.6 -0.5 0.04
H 1.952655 -16.109233 5.155302 0.2 -0.4 -0.4 0.08
H 5.502492 -17.450793 4.296666 -1.2 1.0 0.4 0.08
H 4.136718 -17.401247 5.382543 -1.1 -1.6 1.5 0.03
H 5.456466 -16.282472 5.588428 0.1 0.3 0.6 0.06
H 2.373941 -13.844570 1.439291 1.0 0.3 0.1 0.09
H 5.102363 -12.466677 0.593845 -0.9 -0.3 0.6 0.08
H 3.426333 -12.220314 0.042131 0.2 -0.1 -0.2 0.07
H 4.402169 -13.713519 -0.343059 -0.8 0.5 0.4 0.06
H 4.582515 -12.374224 3.025943 -0.4 -0.2 0.3 0.07
H 3.075360 -13.109888 3.741658 0.2 0.2 0.3 0.05
H 2.997754 -11.753455 2.647489 -0.5 0.7 -0.2 0.06
```
Positions in Å, forces in eV/Å.

Computed properties:
Relative energy (zero: lowest compared OMol25 entry of this formula, charge and spin) = 2.44 kcal/mol
Total charge = 0
E = -2752.016636 hartree

=====

# C38H63F3O14S4

C38H63F3O14S4 as an isolated structure at a distorted geometry (the ωB97M-V functional and the def2-TZVPD basis, OMol25).

```
122
Properties=species:S:1:pos:R:3:forces:R:3:lowdin_charge:R:1
C -3.515427 0.062023 0.513901 -4.0 -1.4 -0.8 -0.19
C -4.184837 -1.106907 -0.257879 -1.7 4.4 1.5 -0.18
C -5.703897 -0.832927 0.015401 1.2 0.2 0.6 -0.13
O -5.702307 -0.389757 1.411781 0.4 0.5 -0.6 -0.14
C -4.481597 0.378933 1.668181 0.1 -2.1 -0.8 -0.13
H -3.480817 0.974653 -0.081079 0.2 -0.2 -0.8 0.15
H -2.528517 -0.254537 0.851391 -3.3 -0.9 -0.5 0.04
H -4.001657 -2.108257 0.131791 -0.4 5.4 0.5 -0.05
H -3.897217 -1.115177 -1.309219 -0.2 0.4 0.2 0.13
H -6.329427 -1.721317 -0.071659 0.1 -0.2 0.3 0.12
H -6.172547 -0.100257 -0.641599 0.2 0.4 0.0 0.11
H -3.932847 -0.110907 2.472561 -0.8 0.4 1.1 0.13
H -4.619467 1.449903 1.816851 -0.5 -0.4 0.1 0.10
C 0.039433 -4.475087 3.259301 -0.7 -0.4 -0.3 -0.11
C -0.385517 -3.731867 2.020561 -0.9 -1.9 4.3 -0.20
C -0.479627 -2.358007 2.642511 0.3 -0.5 3.4 -0.23
O -1.141317 -2.524957 3.877361 -0.6 -0.3 0.5 -0.09
C -0.941267 -3.874947 4.264111 0.7 -0.9 1.0 -0.20
H 1.081133 -4.185387 3.397291 0.1 -0.2 0.6 0.12
H -0.038327 -5.546617 3.075271 0.0 -0.1 0.6 0.12
H -1.369857 -3.976597 1.621461 1.2 -0.6 1.8 0.08
H 0.415753 -3.614087 1.291031 -2.5 -6.1 3.2 0.01
H -0.901817 -1.529707 2.073511 1.0 -3.3 5.1 0.00
H 0.483943 -1.879117 2.816561 0.7 -0.5 0.8 0.15
H -1.858507 -4.463677 4.276731 -0.5 0.1 -0.4 0.11
H -0.610957 -3.924737 5.301661 0.3 0.3 0.1 0.11
O -3.925307 -3.053147 -0.904859 1.3 -7.8 -0.8 -0.33
S -3.663427 -3.889537 0.282281 0.3 -3.1 -1.4 0.80
O -4.521097 -5.067197 0.476031 2.0 2.0 0.1 -0.27
O -2.041497 -4.386117 0.224591 -2.8 -0.3 -2.1 -0.25
C -1.047677 -3.473457 -0.294499 0.0 0.8 -1.4 -0.21
C 0.274673 -4.152847 -0.753529 -0.8 -3.3 3.3 -0.04
C -3.621227 -2.863747 1.838851 0.1 -1.1 -1.1 -0.02
H -0.762327 -2.749547 0.468801 -2.5 -1.7 -1.7 0.06
H -1.462967 -2.840247 -1.078519 -0.5 -0.4 -0.5 0.14
H 0.817113 -4.486057 0.131241 -0.2 -0.6 -0.3 0.11
H 0.953673 -3.501577 -1.303899 -0.1 -2.2 3.5 0.01
H 0.065863 -5.058277 -1.323339 0.0 0.1 -0.4 0.13
H -4.636597 -2.474067 1.911491 0.1 0.0 0.5 0.09
H -2.916007 -2.059217 1.630301 -0.5 -0.5 0.5 0.05
H -3.269967 -3.531757 2.625281 -0.3 0.1 -0.1 0.09
O 3.096023 0.738883 -1.246979 2.9 13.7 -7.1 -0.36
S 3.548853 2.052773 -0.770719 1.6 7.0 1.5 0.90
O 4.832163 2.239273 -0.131149 -0.4 0.2 -3.6 -0.22
O 3.457683 3.187693 -1.968279 1.0 -1.5 1.5 -0.19
C 2.267093 3.135803 -2.768129 2.3 1.7 -0.7 -0.28
C 2.645013 3.932143 -4.006439 0.2 -0.2 -0.4 -0.01
C 2.264933 2.834033 0.353681 0.7 0.2 -1.0 -0.01
H 1.411543 3.595733 -2.273559 1.2 0.1 0.5 0.11
H 2.035523 2.094833 -2.993619 1.7 1.1 -0.4 0.10
H 3.459273 3.413073 -4.512039 -0.1 0.0 -0.2 0.10
H 3.026633 4.928173 -3.781949 -0.1 0.0 0.4 0.09
H 1.792013 4.061293 -4.672629 0.3 -0.2 0.0 0.07
H 2.364403 2.348493 1.324471 -0.2 1.1 -0.5 0.07
H 1.325903 2.546823 -0.119419 0.7 1.6 1.2 0.04
H 2.425833 3.911423 0.315531 0.5 -0.2 0.1 0.10
O -4.251867 3.894623 0.704951 0.1 0.3 2.4 -0.30
S -3.863417 4.145313 2.101161 1.0 -0.7 0.0 0.68
O -4.789277 4.459233 3.179781 1.2 -1.0 -1.8 -0.27
O -2.884967 2.879403 2.594191 -1.9 2.3 0.2 -0.25
C -2.037577 2.295153 1.619361 0.0 3.3 2.2 -0.27
C -0.645977 2.079653 2.288981 -0.5 0.0 1.6 -0.01
C -2.582717 5.394953 2.091261 -0.9 -0.2 -0.5 -0.12
H -1.843907 2.909523 0.740071 -0.8 0.3 0.0 0.13
H -2.514157 1.401383 1.216681 -5.8 8.9 6.4 0.00
H 0.067113 1.527703 1.676631 -0.7 1.2 1.8 0.03
H -0.802057 1.500233 3.198921 0.1 0.0 0.3 0.12
H -0.135527 3.004193 2.558721 -0.6 0.5 0.1 0.10
H -1.966537 5.177613 1.218791 0.2 0.1 0.2 0.06
H -2.047687 5.381363 3.040811 -0.2 0.1 -0.2 0.08
H -3.160397 6.300073 1.903831 0.4 0.3 0.2 0.07
O 3.181133 -0.925767 2.619631 -0.7 1.2 -0.8 -0.24
S 2.882183 0.023683 1.554231 2.8 -2.6 2.1 0.84
O 1.545703 0.556473 1.400481 5.4 1.9 6.6 -0.31
O 4.035693 1.210813 1.600371 -3.2 -1.0 0.9 -0.37
C 5.286883 0.895573 2.163181 0.7 -0.8 2.0 -0.24
C 5.332923 1.493983 3.615241 0.0 -1.1 -0.6 -0.03
C 3.434193 -0.701617 -0.019529 7.9 -8.2 8.2 -0.10
H 6.149063 1.187413 1.563531 -0.6 0.6 -0.4 0.12
H 5.304093 -0.193927 2.135031 0.5 0.0 0.8 0.10
H 4.329733 1.457203 4.039921 0.0 0.1 -0.1 0.07
H 5.735483 2.503203 3.701941 -0.1 -0.1 -0.3 0.07
H 5.909153 0.832453 4.262111 0.3 0.1 -0.1 0.08
H 3.644113 0.069493 -0.760759 3.8 -5.5 2.4 -0.17
H 2.722983 -1.484787 -0.282089 10.2 -7.7 0.9 0.10
H 4.387893 -1.194477 0.169281 0.6 -0.1 0.9 0.13
F 0.677673 -2.519747 0.930201 8.0 8.8 -4.5 -0.08
C 0.339853 -1.277297 0.596311 2.4 4.0 -3.1 -0.21
C -0.848717 -0.721367 1.004691 -0.8 1.9 -4.2 -0.08
C -1.150057 0.557803 0.645051 6.0 -2.8 -4.7 -0.14
C -0.181427 1.305903 -0.042839 -1.8 -2.3 0.2 -0.05
C 1.034783 0.762543 -0.517529 -3.8 -3.9 8.0 -0.30
C 1.266683 -0.570377 -0.195119 -8.7 -1.4 0.6 -0.15
H -1.632147 -1.361897 1.381971 -1.3 1.6 -2.6 0.10
H -2.141197 0.911973 0.887161 8.1 -6.4 -5.3 -0.06
H -0.408557 2.357723 -0.134959 0.1 0.0 -0.4 0.13
H 1.764783 1.382743 -1.016389 -0.2 -2.7 5.3 0.03
H 2.242903 -1.012277 -0.329699 -10.1 6.4 -1.8 -0.09
F 0.712453 1.696213 -1.725189 -6.3 7.5 -14.7 -0.12
C 0.392643 1.875243 -3.059639 -3.9 0.0 -3.2 -0.24
C -0.126117 3.116833 -3.456219 -1.1 -0.4 -1.1 -0.04
C -0.473437 3.350163 -4.805709 -0.4 -2.8 0.9 -0.05
C -0.420437 2.216293 -5.662409 0.2 0.4 0.1 -0.06
C 0.075793 0.960563 -5.260179 0.2 1.5 1.0 -0.01
C 0.546323 0.797333 -3.942089 -1.9 1.3 -1.3 0.03
H -0.236827 3.941273 -2.767419 -0.2 -0.1 0.2 0.13
H -0.985227 4.260653 -5.080459 0.3 0.1 -0.2 0.11
H -0.780647 2.320653 -6.675209 0.0 0.0 -0.1 0.10
H 0.111483 0.127053 -5.946019 0.0 0.0 -0.1 0.11
H 0.954453 -0.139277 -3.591949 -1.1 0.8 -1.7 0.07
F 1.908453 -4.590517 -3.200989 -0.3 1.2 0.5 0.06
C 1.908783 -3.239187 -2.900969 2.0 -0.7 -2.6 -0.23
C 3.004543 -2.503967 -3.286639 0.8 0.8 0.2 0.02
C 3.040123 -1.117357 -3.020579 -2.5 -0.1 1.1 0.01
C 1.900313 -0.532727 -2.402589 2.1 -2.4 -2.6 -0.19
C 0.786523 -1.303917 -2.072529 0.0 -0.8 -1.4 -0.05
C 0.803713 -2.635907 -2.365329 -2.0 1.6 -3.5 -0.10
H 3.894553 -2.860877 -3.783529 -0.2 -0.8 0.0 0.12
H 3.895503 -0.500627 -3.253779 0.1 -0.1 -0.2 0.13
H 1.940493 0.533743 -2.236999 -0.8 -2.8 -1.8 0.08
H -0.090977 -0.931707 -1.564729 -0.4 0.3 -1.4 0.16
H -0.087917 -3.210147 -2.161259 -0.2 1.4 -2.6 0.10
```
Positions in Å, forces in eV/Å.

Computed properties:
Relative energy (zero: lowest compared OMol25 entry of this formula, charge and spin) = 1429.13 kcal/mol
Total charge = 0
E = -4429.072985 hartree